(1)
Here is the ion CH4N3O3 with charge -1 in a non-equilibrium geometry from the Open Molecules 2025 dataset. Energies are from wB97M-V/def2-TZVPD.

Summary:
Net charge: -1
Energy above the lowest of the compared OMol25 structures with the same formula, charge and spin: 101.4 kcal/mol
Highest occupied orbital energy: -3.6 eV
SMILES string: CONN=[N+]([O-])[O-]
2S+1: 1
Gap between HOMO and LUMO: 7.7973 eV

Last column: Mulliken charge in e.
Element x y z (Å)
C (0.36, -0.37, 0.52)  -0.566
O (-0.29, 0.84, 0.19)  -0.307
N (-1.32, 0.71, -0.84)  -0.181
N (-2.10, -0.31, -0.58)  -0.680
N (-3.21, -0.11, 0.08)  1.188
O (-3.61, 1.03, 0.38)  -0.751
O (-3.96, -1.08, 0.20)  -0.736
H (1.26, 0.02, 1.02)  0.244
H (0.40, -1.06, -0.38)  0.250
H (-0.04, -0.96, 1.34)  0.224
H (-1.81, 1.62, -0.82)  0.314


(2)
Here is a cluster of 2 separate species, C4H5NO in total from the Open Molecules 2025 dataset. Energies are from wB97M-V/def2-TZVPD.

Summary:
Energy above the lowest of the compared OMol25 structures with the same formula, charge and spin: 113.6 kcal/mol
Highest occupied orbital energy: -9.7 eV
SMILES string: C#[N+][O-].C#CC
2S+1: 1
Gap between HOMO and LUMO: 10.6783 eV

Last column: Mulliken charge in e.
Element x y z (Å)
C (2.43, -0.79, -0.09)  -0.192
N (1.52, -1.41, 0.25)  0.410
O (0.58, -2.07, 0.61)  -0.580
H (3.17, -0.10, -0.43)  0.363
C (0.30, 1.52, -0.45)  -0.153
C (-0.68, 0.87, -0.16)  0.011
C (-1.88, 0.11, 0.18)  -1.137
H (1.15, 2.11, -0.71)  0.406
H (-1.95, -0.02, 1.26)  0.283
H (-2.77, 0.64, -0.17)  0.312
H (-1.85, -0.88, -0.28)  0.276


(3)
Here is a cluster of 3 separate species, C19H42IN3O3 in total in a non-equilibrium geometry from the Open Molecules 2025 dataset. Energies are from wB97M-V/def2-TZVPD.

Summary:
Energy above the lowest of the compared OMol25 structures with the same formula, charge and spin: 105.3 kcal/mol
Highest occupied orbital energy: -8.2 eV
SMILES string: CC[C@H](I)[C@@H]1OC(=O)O[C@@H]1CN.CCN(CC)CC.CCN(CC)CC
2S+1: 1
Gap between HOMO and LUMO: 8.1526 eV

Last column: Mulliken charge in e.
Element x y z (Å)
C (3.74, -5.11, -2.41)  -0.722
C (3.74, -4.04, -3.67)  -0.497
C (2.19, -3.64, -4.15)  -0.725
I (1.46, -2.16, -2.72)  0.143
C (1.24, -4.98, -4.32)  0.383
O (0.73, -5.12, -5.72)  -0.443
C (-0.10, -6.35, -5.58)  0.487
O (-0.17, -7.24, -6.58)  -0.545
O (-0.67, -6.34, -4.22)  -0.373
C (-0.21, -5.07, -3.57)  0.052
C (-1.43, -4.04, -4.00)  -0.356
N (-2.03, -3.47, -2.71)  -0.585
H (3.59, -6.18, -2.89)  0.239
H (2.82, -4.83, -1.71)  0.173
H (4.77, -5.01, -1.83)  0.317
H (4.38, -4.41, -4.60)  0.287
H (4.17, -3.02, -3.22)  0.319
H (2.30, -3.13, -5.22)  0.379
H (1.70, -6.05, -4.12)  0.163
H (-0.19, -5.40, -2.42)  0.385
H (-2.24, -4.55, -4.70)  0.234
H (-0.90, -3.11, -4.53)  0.273
H (-1.34, -3.61, -1.90)  0.220
H (-2.04, -2.41, -2.81)  0.194
C (-2.04, -1.99, 0.88)  -1.283
C (-2.31, -0.53, 1.25)  -0.405
N (-1.94, 0.42, 0.20)  0.225
C (-1.92, 1.81, 0.66)  -0.597
C (-3.25, 2.43, 1.10)  -0.980
C (-2.54, 0.21, -1.12)  -0.288
C (-4.06, 0.20, -1.21)  -1.062
H (-1.00, -2.13, 0.59)  0.210
H (-2.24, -2.63, 1.75)  0.480
H (-2.68, -2.33, 0.07)  0.288
H (-1.72, -0.32, 2.15)  0.425
H (-3.37, -0.43, 1.53)  0.262
H (-1.48, 2.45, -0.11)  0.317
H (-1.22, 1.88, 1.51)  0.266
H (-3.88, 2.66, 0.25)  0.260
H (-3.06, 3.37, 1.63)  0.374
H (-3.80, 1.78, 1.79)  0.255
H (-2.17, -0.74, -1.51)  -0.128
H (-2.15, 0.96, -1.82)  0.381
H (-4.52, -0.40, -0.42)  0.258
H (-4.36, -0.24, -2.16)  0.405
H (-4.47, 1.21, -1.18)  0.315
C (-0.78, 5.08, 3.08)  -1.420
C (0.31, 4.12, 3.55)  -0.260
N (1.64, 4.44, 3.03)  0.092
C (2.62, 3.37, 3.23)  -0.656
C (2.98, 3.02, 4.67)  -0.967
C (2.13, 5.80, 3.29)  -0.671
C (2.23, 6.24, 4.74)  -0.953
H (-0.81, 5.15, 1.98)  0.291
H (-1.76, 4.72, 3.41)  0.376
H (-0.65, 6.09, 3.48)  0.400
H (0.02, 3.12, 3.20)  0.344
H (0.30, 4.09, 4.64)  0.252
H (3.54, 3.61, 2.68)  0.370
H (2.23, 2.46, 2.75)  0.333
H (3.64, 3.77, 5.12)  0.221
H (3.53, 2.07, 4.69)  0.398
H (2.10, 2.89, 5.31)  0.268
H (1.49, 6.51, 2.76)  0.364
H (3.12, 5.93, 2.82)  0.345
H (1.34, 5.98, 5.32)  0.254
H (2.33, 7.33, 4.79)  0.367
H (3.11, 5.82, 5.24)  0.267


(4)
Here is the ion C5H10ClN2 with charge +1 in a non-equilibrium geometry from the Open Molecules 2025 dataset. Energies are from wB97M-V/def2-TZVPD.

Summary:
Net charge: +1
Energy above the lowest of the compared OMol25 structures with the same formula, charge and spin: 35.3 kcal/mol
Highest occupied orbital energy: -14.1 eV
SMILES string: CN1CC[NH+]=C1CCl
2S+1: 1
Gap between HOMO and LUMO: 10.1876 eV

Last column: Mulliken charge in e.
Element x y z (Å)
C (1.66, -1.01, 0.17)  -0.917
N (0.39, -0.44, -0.07)  0.162
C (-0.18, -0.72, -1.39)  -0.559
C (-1.34, 0.29, -1.47)  -0.505
N (-1.43, 0.77, -0.07)  -0.176
C (-0.38, 0.34, 0.62)  0.545
C (-0.10, 0.83, 1.98)  -0.728
Cl (1.30, 2.04, 1.77)  -0.099
H (2.07, -0.60, 1.13)  0.358
H (1.63, -2.25, 0.30)  0.286
H (2.37, -0.73, -0.57)  0.353
H (-0.42, -1.88, -1.38)  0.345
H (0.66, -0.53, -2.24)  0.319
H (-1.22, 1.27, -2.15)  0.319
H (-2.32, -0.24, -1.84)  0.280
H (-2.06, 1.58, 0.10)  0.296
H (0.39, 0.00, 2.67)  0.344
H (-1.03, 1.28, 2.44)  0.376


Lowest unoccupied orbital energy across the listed records, respectively: 0.154 0.034 -0.002 -0.144 Eh.